# 1
{"formula": "C4H4O3", "method": "the ωB97M-V functional and the def2-TZVPD basis", "elements": ["O", "O", "O", "C", "C", "C", "C", "H", "H", "H", "H"], "xyz": [[0.583, 1.749, 0.638], [-1.414, -1.113, -0.465], [2.435, -0.003, 2.123], [-0.089, -1.178, -1.137], [-0.522, -0.217, -0.156], [-0.521, 1.187, 0.330], [1.460, -0.173, 1.557], [0.527, -2.016, -0.825], [-1.451, 1.359, 0.916], [-0.132, -0.937, -2.196], [-0.876, 1.342, -0.786]], "lowdin_charge": [-0.17, 0.11, 0.09, 0.03, -0.22, -0.46, 0.05, 0.12, 0.14, 0.13, 0.19], "homo_ev": -8.93, "lumo_ha": -0.0059, "orbital_gap_ev": 8.7694}

=====

# 2
{"formula": "C4H8S", "method": "the ωB97M-V functional and the def2-TZVPD basis", "elements": ["S", "C", "C", "C", "C", "H", "H", "H", "H", "H", "H", "H", "H"], "xyz": [[1.157, -0.353, 0.446], [-1.138, -0.090, -1.019], [1.145, 0.022, 2.203], [-0.607, -0.464, 0.196], [-0.292, 0.255, -2.169], [-2.253, 0.003, -1.089], [2.089, -0.337, 2.695], [0.307, -0.324, 2.826], [-0.394, 1.352, -2.391], [-1.151, -0.939, 1.039], [1.092, 1.129, 2.328], [-0.674, -0.225, -3.133], [0.719, -0.029, -1.931]], "lowdin_charge": [0.81, -0.27, -0.45, -0.43, -0.16, 0.11, 0.04, 0.04, 0.09, 0.07, 0.04, 0.10, 0.01], "homo_ev": -7.99, "lumo_ha": 0.0375, "smiles": "C/C=C\\SC", "orbital_gap_ev": 9.0081}

=====

# 3
{"formula": "C14H30N6O2PdS", "method": "the ωB97M-V functional and the def2-TZVPD basis", "elements": ["Pd", "S", "O", "O", "N", "N", "N", "N", "N", "N", "C", "C", "C", "C", "C", "C", "C", "C", "C", "C", "C", "C", "C", "C", "H", "H", "H", "H", "H", "H", "H", "H", "H", "H", "H", "H", "H", "H", "H", "H", "H", "H", "H", "H", "H", "H", "H", "H", "H", "H", "H", "H", "H", "H"], "xyz": [[-0.180, 0.563, 0.191], [3.629, -1.244, 1.507], [-2.750, -4.660, -0.648], [2.363, -0.584, 1.129], [-0.333, -1.486, -1.338], [-0.439, 2.800, 0.711], [-2.343, 0.904, -0.143], [-3.126, -5.151, -2.809], [-0.594, 0.475, 2.407], [0.783, 1.661, -1.596], [3.390, -2.809, 2.325], [-1.433, -3.471, -2.107], [0.617, 3.519, -0.036], [-0.257, 2.885, 2.176], [-0.536, -3.612, -3.167], [-1.807, 3.245, 0.300], [4.675, -0.231, 2.537], [-1.067, 1.810, 2.872], [-2.482, 2.284, -0.664], [0.581, 3.134, -1.498], [-1.286, -2.413, -1.206], [0.521, -1.633, -2.362], [-2.508, -4.476, -1.891], [0.457, -2.660, -3.294], [2.822, -3.456, 1.658], [4.385, -3.223, 2.506], [-2.421, 3.360, 1.192], [0.806, 2.748, 2.392], [-0.371, 3.390, -1.955], [-2.130, 1.894, 2.651], [5.637, -0.745, 2.612], [1.582, 3.251, 0.402], [1.178, -2.711, -4.098], [0.582, 1.341, -2.539], [-1.749, 4.237, -0.154], [-0.966, 1.908, 3.953], [-3.814, -5.863, -2.573], [-1.212, -0.259, 2.744], [1.304, -0.891, -2.445], [2.866, -2.610, 3.262], [4.796, 0.733, 2.043], [-2.031, 2.304, -1.653], [1.348, 3.677, -2.050], [0.299, 0.292, 2.858], [0.503, 4.602, 0.077], [-3.531, 2.560, -0.781], [4.190, -0.150, 3.513], [1.780, 1.493, -1.467], [-0.533, 3.875, 2.551], [-2.774, 0.250, -0.789], [-2.997, -4.940, -3.793], [-1.975, -2.299, -0.378], [-0.596, -4.437, -3.867], [-2.853, 0.815, 0.733]], "lowdin_spin": [1.37, 0.41, 0.81, 0.44, 0.04, 0.19, 0.15, 0.01, 0.07, 0.07, 0.07, 0.05, 0.01, 0.01, 0.01, 0.01, 0.07, 0.01, 0.01, 0.01, 0.02, 0.02, 0.07, 0.01, 0.00, 0.00, 0.00, 0.00, 0.00, 0.00, 0.00, 0.00, 0.00, 0.00, 0.00, 0.00, 0.00, 0.00, 0.00, 0.02, 0.00, 0.00, 0.00, 0.01, 0.01, 0.00, 0.02, 0.00, 0.00, 0.00, 0.00, 0.00, 0.00, 0.00], "homo_ev": [-20.15, -21.21], "multiplicity": 5, "lumo_ha": [-0.4310, -0.5575], "orbital_gap_ev": [8.4211, 6.0444], "total_charge": 4, "s_squared": 6.017}

=====

# 4
{"formula": "C13H32O3SSiV", "method": "the ωB97M-V functional and the def2-TZVPD basis", "elements": ["V", "S", "Si", "O", "O", "O", "C", "C", "C", "C", "C", "C", "C", "C", "C", "C", "C", "C", "C", "H", "H", "H", "H", "H", "H", "H", "H", "H", "H", "H", "H", "H", "H", "H", "H", "H", "H", "H", "H", "H", "H", "H", "H", "H", "H", "H", "H", "H", "H", "H", "H"], "xyz": [[0.554, -2.004, -2.128], [-0.736, -2.426, 0.118], [-0.205, -0.379, 0.384], [0.932, -0.067, 1.552], [-1.503, 0.594, 0.587], [0.566, -0.231, -1.086], [3.034, 0.335, -1.015], [-0.315, 1.711, 2.714], [-3.477, 2.014, 0.412], [-3.735, -0.363, 0.997], [1.293, 1.958, -1.986], [0.451, -0.344, 3.957], [1.733, 0.511, -1.793], [-2.950, 0.229, -1.322], [-2.926, 0.611, 0.155], [1.511, -4.353, -3.152], [2.089, 1.304, 3.175], [1.845, -0.256, -3.118], [0.758, 0.658, 2.854], [-1.308, 1.294, 2.553], [1.179, -3.940, -2.156], [-3.349, 2.305, 1.468], [-0.519, -0.841, 3.834], [0.599, -2.894, -0.203], [2.032, 1.760, 4.171], [2.896, 0.391, 0.077], [-0.372, 2.325, 3.625], [-3.658, -0.101, 2.065], [-0.076, 2.389, 1.893], [2.227, -1.328, -3.067], [2.608, 0.276, -3.707], [1.236, -1.112, 4.006], [-4.803, -0.299, 0.744], [0.384, 2.016, -2.595], [-4.559, 2.008, 0.186], [-2.415, 0.987, -1.911], [0.907, -0.211, -3.704], [2.610, -4.370, -3.235], [0.444, 0.146, 4.935], [2.095, 2.510, -2.504], [2.323, 2.100, 2.456], [1.108, 2.450, -1.016], [1.150, -5.392, -3.174], [1.114, -3.846, -4.054], [-3.424, -1.401, 0.848], [3.709, 1.148, -1.340], [-3.984, 0.182, -1.689], [3.510, -0.629, -1.282], [2.893, 0.564, 3.185], [-2.999, 2.763, -0.240], [-2.478, -0.755, -1.472]], "lowdin_spin": [0.98, 0.00, 0.00, 0.00, 0.00, 0.00, 0.00, 0.00, 0.00, 0.00, 0.00, 0.00, 0.00, 0.00, 0.00, 0.00, 0.00, 0.01, 0.00, 0.00, 0.00, 0.00, 0.00, 0.00, 0.00, 0.00, 0.00, 0.00, 0.00, 0.00, 0.00, 0.00, 0.00, 0.00, 0.00, 0.00, 0.00, 0.00, 0.00, 0.00, 0.00, 0.00, 0.00, 0.00, 0.00, 0.00, 0.00, 0.00, 0.00, 0.00, 0.00], "homo_ev": [-16.27, -16.27], "multiplicity": 2, "lumo_ha": [-0.3360, -0.3238], "orbital_gap_ev": [7.1254, 7.4562], "total_charge": 2, "s_squared": 0.757}

=====

# 5
{"formula": "C3H5NO", "method": "the ωB97M-V functional and the def2-TZVPD basis", "elements": ["O", "N", "C", "C", "C", "H", "H", "H", "H", "H"], "xyz": [[0.614, -1.143, -0.120], [0.632, 1.170, -0.135], [-0.120, 2.134, 0.182], [1.224, 0.062, -0.208], [-0.755, -1.174, 0.273], [-0.839, -1.847, 1.128], [-1.118, -0.184, 0.562], [-0.574, 2.555, -0.738], [2.291, -0.019, -0.384], [-1.353, -1.555, -0.560]], "lowdin_charge": [-0.10, -0.06, 0.02, -0.21, -0.06, 0.09, 0.07, 0.02, 0.14, 0.09], "homo_ev": -7.89, "lumo_ha": 0.0336, "orbital_gap_ev": 8.8084}

=====

# 6
{"formula": "C2H2NO2", "method": "the ωB97M-V functional and the def2-TZVPD basis", "elements": ["O", "O", "N", "C", "C", "H", "H"], "xyz": [[0.295, -0.555, -0.550], [1.383, 0.716, 0.865], [-2.421, -0.566, 0.221], [-1.602, 0.225, -0.104], [1.255, -0.171, 0.050], [-1.235, 1.260, -0.319], [2.324, -0.908, -0.162]], "lowdin_charge": [-0.13, -0.10, -0.01, -0.21, -0.75, 0.08, 0.11], "homo_ev": -4.09, "lumo_ha": 0.1676, "orbital_gap_ev": 8.6502, "total_charge": -1}